Model one:
A structure of composition C3H4O4. Source: OMol25; level of theory: ωB97M-V with the def2-TZVPD basis set.

Properties
multiplicity: 1
highest occupied orbital energy: -9.141 eV
frontier orbital gap: 9.43 eV

Each line ends with the Löwdin charge.
Atoms and positions in Å:
C1 -0.66309 0.51332 0.73345  0.074
C2 -0.91575 0.05270 -0.57281  -0.484
C3 1.05052 -0.34782 0.23374  -0.524
O1 -2.07425 -0.43517 -0.98265  0.169
O2 1.92975 0.67938 0.14021  0.091
O3 0.14450 -0.20546 -1.25380  0.088
O4 1.29668 -1.45056 0.62616  0.106
H1 2.74393 0.37576 0.57184  0.134
H2 -1.93199 -0.94287 -1.79927  0.147
H3 -0.20063 1.49003 0.79350  0.099
H4 -1.37968 0.27068 1.50962  0.099

***

Model two:
A structure of composition C3H4O4. Source: OMol25; level of theory: ωB97M-V with the def2-TZVPD basis set.

Properties
multiplicity: 1
highest occupied orbital energy: -8.616 eV
frontier orbital gap: 9.29 eV

Each line ends with the Löwdin charge.
Atoms and positions in Å:
C1 -0.43795 1.02428 -0.45383  -0.411
C2 0.80285 0.10081 -0.46427  -0.142
C3 -0.55391 -0.62583 0.82247  -0.317
O1 -0.88033 1.73694 -1.29729  0.153
O2 -1.12545 0.59080 0.67839  0.059
O3 1.12947 -0.50006 -1.59769  0.032
O4 -0.14482 -0.89407 2.06647  0.060
H1 1.74739 0.43223 0.00691  0.151
H2 -0.95150 -1.43819 0.27506  0.140
H3 0.62970 -0.50673 -2.39971  0.109
H4 -0.21545 0.07982 2.36349  0.164

***

Tell me which of them is the least stable. Sure, it is model two.